Record 1
Density functional theory data (the ωB97M-V functional and the def2-TZVPD basis) for one molecule with the formula C3H5NO2 at a distorted geometry.

The value obtained for the energy is -8773.3550 eV. The molar mass comes out at 87.08 g/mol. For the relative energy (zero: lowest compared OMol25 entry of this formula, charge and spin), the calculation gives 100.08 kcal/mol. As for the spin multiplicity: 1. The structure (SMILES) is O=C1CCON1. The calculation puts the HOMO energy at -0.36710 Ha. The value obtained for the gap between HOMO and LUMO is 10.1 eV.

XYZ file:
```
11
Properties=species:S:1:pos:R:3:forces:R:3:nbo_charge:R:1
O 2.305 0.281 0.271 -6.9 0.5 -3.9 -0.537
C 1.112 0.305 -0.307 5.3 2.7 3.5 0.658
C 0.221 -0.836 -0.519 -0.5 -2.3 2.9 -0.573
C -1.009 -0.339 0.356 3.0 0.5 0.6 -0.056
O -1.094 1.015 -0.041 -1.2 1.3 -0.9 -0.429
N 0.200 1.634 -0.394 1.1 -4.3 1.1 -0.326
H 0.646 -1.690 0.157 -0.4 1.1 -2.1 0.256
H -0.175 -1.125 -1.520 0.8 0.4 0.7 0.264
H -1.782 -0.971 -0.020 -1.3 0.3 0.3 0.206
H -0.842 -0.364 1.526 -0.3 -0.5 -2.3 0.178
H 0.417 2.089 0.492 0.4 0.3 -0.1 0.358
```
Forces are in eV/Å.


Record 2
Density functional theory data (the ωB97M-V functional and the def2-TZVPD basis) for C31H56FeN7O as an isolated structure at a distorted geometry.

The value obtained for the energy is -79901.2251 eV. The molar mass comes out at 598.68 g/mol. The expectation value of S² is 8.772. For the relative energy (zero: lowest compared OMol25 entry of this formula, charge and spin), the calculation gives 14.12 kcal/mol. As for the spin multiplicity: 6. As for the charge: +2. The calculation puts the HOMO energy (alpha / beta) at -0.53415 / -0.53414 Ha. The value obtained for the gap between HOMO and LUMO (alpha / beta) is 6.4 / 4.8 eV.

XYZ file:
```
96
Properties=species:S:1:pos:R:3:forces:R:3:mulliken_spin:R:1
Fe -1.468 -0.259 4.488 0.7 1.6 -3.4 3.937
C -1.026 0.788 0.805 1.0 -0.7 0.6 0.014
C -1.853 -0.401 1.351 -0.6 1.8 -2.0 -0.034
C -1.605 -1.652 0.530 0.7 -1.0 1.1 0.061
O -1.622 -0.532 2.694 -0.1 -0.8 2.7 0.744
H 0.030 0.553 0.972 0.0 0.0 -0.2 0.012
H -1.208 1.722 1.334 -0.3 0.0 -0.1 -0.011
H -1.201 0.866 -0.264 -0.1 0.2 0.0 0.034
H -2.889 -0.050 1.182 -0.1 -0.5 0.6 0.099
H -1.769 -1.488 -0.530 -0.1 0.2 0.0 0.001
H -2.176 -2.507 0.888 -0.5 0.3 -0.2 -0.007
H -0.580 -1.982 0.728 0.1 0.3 -0.4 -0.006
C 4.694 -3.642 1.730 1.1 0.6 -1.3 0.000
C 3.245 -4.046 1.694 -0.2 0.0 0.3 0.000
C 2.289 -3.067 0.977 0.7 0.2 0.4 -0.001
C 2.144 -1.774 1.660 -0.5 -0.3 0.4 0.002
N 1.968 -0.757 2.168 0.1 0.0 -0.1 -0.003
H 4.929 -2.675 2.181 -0.4 -0.2 0.5 0.000
H 5.044 -3.486 0.697 -0.2 -0.1 0.0 0.000
H 5.408 -4.385 2.081 -0.4 -0.1 0.5 0.000
H 2.804 -4.199 2.683 0.2 0.0 0.1 0.000
H 3.136 -5.014 1.201 0.1 0.1 -0.1 0.000
H 1.364 -3.640 1.001 -0.4 0.7 -0.5 0.001
H 2.616 -2.729 -0.012 -0.1 -0.8 -0.2 0.000
C -1.346 -7.439 2.433 0.6 -0.4 -0.1 0.000
C -2.441 -6.779 1.607 0.5 -0.4 1.1 0.000
C -2.567 -5.274 1.908 -1.6 0.1 -0.6 0.000
C -1.402 -4.530 2.353 0.3 -0.2 -0.4 0.001
N -0.477 -3.950 2.715 -0.1 0.2 0.1 0.000
H -1.244 -8.503 2.213 -0.3 0.0 0.0 0.000
H -1.482 -7.343 3.510 -0.1 0.1 0.0 0.000
H -0.361 -7.038 2.175 -0.1 0.2 0.1 0.000
H -3.399 -7.219 1.882 -0.1 0.0 -0.2 0.000
H -2.251 -7.000 0.559 -0.1 0.4 -0.1 0.000
H -3.351 -5.059 2.644 0.2 -0.4 0.3 0.000
H -3.056 -4.853 1.021 0.7 0.5 -0.1 0.000
C 2.414 2.635 1.174 0.0 0.2 -0.3 0.000
C 2.037 3.318 2.490 -0.3 0.2 -1.1 0.000
C 2.248 2.438 3.733 0.3 0.3 -0.2 -0.003
C 1.147 1.547 4.026 0.7 0.0 -0.3 0.008
N 0.307 0.809 4.257 -1.2 -0.7 0.8 0.077
H 3.492 2.503 1.075 0.0 -0.3 0.2 0.000
H 2.170 3.273 0.324 -0.1 0.2 0.2 0.000
H 1.880 1.702 0.991 0.2 -0.1 0.3 -0.003
H 1.012 3.684 2.375 -0.1 -0.1 0.5 0.000
H 2.644 4.220 2.554 0.1 -0.1 0.4 0.001
H 2.433 3.035 4.629 0.0 -0.1 0.0 0.000
H 3.133 1.822 3.541 -0.1 -0.2 0.2 0.002
C -0.708 -1.301 -4.060 0.0 0.0 -0.6 0.000
C 0.067 -2.415 -4.749 0.4 -0.2 0.7 0.000
C 1.567 -2.358 -4.407 -0.2 -0.6 -0.1 0.000
C 2.243 -1.124 -4.783 -0.1 -0.4 -0.2 0.000
N 2.745 -0.123 -5.024 0.2 0.2 -0.3 0.000
H -0.395 -1.174 -3.021 -0.1 0.0 0.0 0.000
H -1.781 -1.487 -4.112 0.0 0.0 0.1 0.000
H -0.515 -0.380 -4.614 0.0 0.2 0.3 0.000
H -0.105 -2.401 -5.822 0.1 0.0 0.0 0.000
H -0.213 -3.401 -4.371 -0.4 0.0 -0.2 0.000
H 2.054 -3.231 -4.843 0.2 0.2 -0.2 0.000
H 1.677 -2.501 -3.328 0.0 0.2 0.0 0.000
C 1.194 1.585 -2.015 -0.8 0.9 0.4 0.001
C 2.155 0.421 -2.007 -0.2 -0.4 1.2 -0.001
C 3.618 0.901 -2.177 -0.2 0.1 -1.1 0.000
C 3.825 2.341 -1.961 -0.1 -0.3 0.1 0.000
N 3.975 3.470 -1.818 0.0 0.0 0.1 0.000
H 1.195 2.121 -1.064 0.3 -0.1 0.1 0.000
H 0.132 1.351 -2.130 0.3 -0.6 -0.4 0.001
H 1.437 2.370 -2.732 0.0 -0.3 -0.4 0.000
H 1.872 -0.340 -2.735 0.4 0.6 -0.2 0.000
H 2.029 -0.144 -1.071 0.2 0.3 0.3 0.000
H 3.792 0.738 -3.246 0.4 0.2 0.1 0.000
H 4.409 0.377 -1.646 -0.3 -0.3 0.2 0.000
C -3.211 4.096 1.275 -1.6 0.1 -0.1 0.000
C -2.605 4.626 2.564 0.6 -1.0 -0.5 -0.001
C -3.261 4.046 3.830 0.4 1.1 0.4 -0.001
C -2.837 2.675 4.028 -0.6 0.0 0.2 0.007
N -2.461 1.609 4.216 0.1 -0.8 0.5 0.063
H -4.308 4.080 1.341 0.1 0.2 0.2 0.000
H -2.994 3.055 1.029 0.5 0.1 0.0 0.000
H -3.048 4.754 0.425 0.5 -0.2 0.0 0.000
H -2.562 5.711 2.570 -0.3 0.0 0.3 0.000
H -1.569 4.270 2.606 0.1 0.4 0.0 0.000
H -4.338 4.194 3.912 -0.1 -0.5 -0.3 0.001
H -2.871 4.599 4.696 0.1 -0.2 0.0 0.000
C -2.477 5.218 -3.948 0.4 0.2 0.2 0.000
C -2.023 4.285 -2.817 0.7 0.6 -0.8 0.000
C -1.957 2.832 -3.290 -0.7 0.0 -0.1 0.000
C -1.131 2.593 -4.476 0.3 0.2 0.4 0.000
N -0.479 2.326 -5.380 0.1 0.0 -0.2 0.000
H -2.195 6.255 -3.762 -0.2 0.0 0.3 0.000
H -3.560 5.150 -4.047 0.0 0.1 -0.3 0.000
H -1.987 4.987 -4.894 -0.2 -0.3 0.0 0.000
H -2.695 4.454 -1.977 0.0 -0.5 0.1 0.000
H -1.012 4.533 -2.477 -0.1 0.2 0.0 0.000
H -2.945 2.502 -3.635 -0.1 -0.2 0.6 0.000
H -1.554 2.213 -2.486 -0.4 -0.2 -0.1 0.001
```
Forces are in eV/Å.


Record 3
Density functional theory data (the ωB97M-V functional and the def2-TZVPD basis) for one molecule with the formula C5H8O.

The value obtained for the energy is -7360.2164 eV. The molar mass comes out at 84.12 g/mol. For the relative energy (zero: lowest compared OMol25 entry of this formula, charge and spin), the calculation gives 47.02 kcal/mol. As for the spin multiplicity: 1. The structure (SMILES) is O[C@H]1[C@H]2CC[C@@H]12. The calculation puts the HOMO energy at -0.34510 Ha. The value obtained for the gap between HOMO and LUMO is 10.3 eV.

XYZ file:
```
14
Properties=species:S:1:pos:R:3:forces:R:3:nbo_charge:R:1
O -1.738 0.880 0.559 -0.2 0.0 0.0 -0.708
C -0.693 0.084 1.043 0.3 -0.2 0.2 0.075
C 0.002 -0.976 0.256 -0.1 -0.3 0.0 -0.244
C 0.156 -0.604 -1.218 -0.1 0.0 -0.1 -0.399
C 0.870 0.711 -0.806 0.0 0.1 -0.1 -0.397
C 0.717 0.333 0.667 0.2 0.2 0.2 -0.237
H -2.506 0.677 1.105 0.0 0.1 -0.3 0.474
H -0.800 -0.192 2.093 0.0 0.1 -0.1 0.180
H 0.128 -1.980 0.651 0.0 0.1 0.0 0.210
H -0.768 -0.511 -1.795 0.1 0.0 0.1 0.208
H 0.831 -1.284 -1.746 -0.1 0.1 0.1 0.208
H 1.920 0.715 -1.112 -0.2 0.0 0.0 0.208
H 0.404 1.649 -1.121 0.0 -0.1 0.1 0.210
H 1.477 0.498 1.425 -0.1 -0.1 -0.1 0.212
```
Forces are in eV/Å.


Record 4
Density functional theory data (the ωB97M-V functional and the def2-TZVPD basis) for an isolated ion of composition C3H2NO4 and charge -1 at a distorted geometry.

The value obtained for the energy is -12825.2721 eV. The molar mass comes out at 116.05 g/mol. For the relative energy (zero: lowest compared OMol25 entry of this formula, charge and spin), the calculation gives 0.00 kcal/mol. As for the spin multiplicity: 1. As for the charge: -1. The structure (SMILES) is O=C=NCOC(=O)[O-]. The calculation puts the HOMO energy at -0.17393 Ha. The value obtained for the gap between HOMO and LUMO is 8.5 eV.

XYZ file:
```
10
Properties=species:S:1:pos:R:3:forces:R:3:nbo_charge:R:1
O 0.174 3.777 -0.206 0.1 1.2 -0.4 -0.578
C 0.328 2.620 -0.170 -0.4 -2.3 0.8 0.851
N 0.530 1.453 -0.003 0.3 -0.5 -0.1 -0.586
C -0.041 0.053 -0.125 -1.5 1.1 1.4 0.103
O -1.225 0.090 -0.843 0.1 -0.2 0.6 -0.599
C -2.401 0.383 0.022 0.0 0.4 -1.2 0.946
O -3.413 0.596 -0.602 -1.1 -0.1 -1.4 -0.745
O -2.165 0.419 1.199 0.8 -0.2 2.7 -0.770
H 0.615 -0.518 -0.723 1.2 -0.5 -0.4 0.162
H -0.215 -0.380 0.951 0.5 1.1 -2.0 0.216
```
Forces are in eV/Å.


Record 5
Density functional theory data (the ωB97M-V functional and the def2-TZVPD basis) for C37H47As3Br3CoN3O3 as an isolated structure.

The value obtained for the energy is -480013.1775 eV. The molar mass comes out at 1105.21 g/mol. The expectation value of S² is 3.832. For the relative energy (zero: lowest compared OMol25 entry of this formula, charge and spin), the calculation gives 44.55 kcal/mol. As for the spin multiplicity: 4. The calculation puts the HOMO energy (alpha / beta) at -0.26517 / -0.27033 Ha. The value obtained for the gap between HOMO and LUMO (alpha / beta) is 7.6 / 5.9 eV.

XYZ file:
```
97
Properties=species:S:1:pos:R:3:forces:R:3:mulliken_spin:R:1
Co -0.036 -0.348 -0.466 0.2 -0.3 -0.1 1.030
O 3.464 0.859 -0.733 0.1 0.0 0.1 -0.003
C 3.892 0.515 -1.964 0.0 -0.1 0.0 0.000
C 5.041 1.133 -2.456 -0.1 0.0 0.0 0.002
C 5.536 0.805 -3.705 0.0 0.0 0.0 0.000
C 4.906 -0.157 -4.485 0.0 0.0 0.0 0.002
C 3.766 -0.771 -3.992 -0.1 0.0 0.0 -0.006
C 3.231 -0.436 -2.754 0.1 0.0 0.0 0.024
C 1.938 -1.079 -2.299 0.0 -0.1 -0.2 -0.029
O 1.694 -0.961 -0.972 0.0 0.0 0.2 -0.027
N 0.827 -0.424 -3.046 -0.1 0.0 0.1 0.294
N -0.359 -0.461 -2.420 0.0 0.0 0.0 0.501
C -1.423 -0.171 -3.258 0.1 0.1 -0.2 -0.127
C -2.690 -0.338 -2.958 -0.1 -0.1 0.1 0.216
Br -2.247 0.375 0.244 -0.2 0.2 0.3 0.266
C -3.953 -0.508 -2.692 0.0 0.2 0.0 0.004
C -4.738 -1.725 -2.950 0.0 0.0 0.0 0.026
C -4.168 -2.869 -3.505 0.0 0.0 -0.1 0.009
C -4.935 -4.001 -3.717 0.0 0.0 0.0 0.003
C -6.283 -4.007 -3.379 0.0 0.0 0.0 -0.005
C -6.859 -2.871 -2.831 0.0 0.0 0.0 0.003
C -6.090 -1.737 -2.619 0.0 0.0 0.0 -0.007
H 2.769 0.191 -0.483 -0.1 0.1 -0.1 -0.004
H 5.537 1.860 -1.828 0.0 0.0 0.0 0.000
H 6.433 1.290 -4.066 0.0 0.0 0.0 0.000
H 5.303 -0.431 -5.452 0.0 0.0 0.0 0.000
H 3.276 -1.541 -4.580 0.0 0.0 0.0 0.001
H 1.936 -2.139 -2.628 0.0 0.0 0.1 0.014
H 0.806 -0.573 -4.050 0.0 0.0 0.0 -0.001
H -1.169 0.232 -4.240 0.0 -0.1 0.0 0.017
H -4.481 0.308 -2.203 0.0 0.0 0.0 0.019
H -3.117 -2.868 -3.768 0.0 0.0 0.0 -0.007
H -4.480 -4.884 -4.145 0.0 0.0 0.0 0.000
H -6.879 -4.894 -3.544 0.0 0.0 0.0 0.000
H -7.907 -2.869 -2.565 0.0 0.0 0.0 0.000
H -6.539 -0.853 -2.185 0.0 0.0 0.0 -0.001
C -2.506 2.922 2.581 -0.1 0.0 0.1 0.053
As -0.862 1.949 2.217 -0.1 0.0 -0.3 0.412
C -0.762 0.885 3.820 0.0 -0.1 0.0 0.034
C 0.659 3.184 2.440 -0.1 -0.2 -0.1 0.135
C 0.793 4.417 1.532 -0.1 0.0 0.1 -0.035
C 1.894 5.264 2.186 0.0 0.1 0.0 -0.001
C 1.263 4.079 0.115 0.2 0.0 0.0 0.023
As 0.505 2.585 -0.926 -0.1 -0.3 -0.1 0.056
C -1.158 3.344 -1.644 0.0 0.1 0.0 0.000
C 1.596 2.962 -2.506 -0.1 0.0 0.0 0.021
C -0.526 5.199 1.488 -0.1 0.0 0.0 0.010
As -0.465 7.093 0.901 0.0 0.0 0.0 0.000
C -2.298 7.483 1.485 0.0 0.0 0.0 0.000
C -0.917 6.873 -0.999 0.0 0.0 0.0 0.000
H -2.354 3.607 3.416 0.0 0.0 0.0 0.012
H -3.249 2.173 2.853 0.0 0.0 0.0 -0.007
H -2.852 3.468 1.709 0.0 0.0 0.0 0.003
H -1.174 1.469 4.643 0.0 0.0 0.0 0.017
H 0.275 0.631 4.013 0.0 0.0 0.0 -0.009
H -1.338 -0.028 3.682 0.0 0.0 0.0 -0.006
H 1.523 2.521 2.340 0.0 0.1 0.0 -0.030
H 0.594 3.500 3.487 0.0 0.0 0.0 0.036
H 2.778 4.650 2.368 0.0 0.0 0.0 0.001
H 1.563 5.676 3.143 0.0 0.0 0.0 -0.002
H 2.187 6.099 1.549 0.0 0.0 0.0 0.002
H 2.324 3.813 0.157 0.0 0.0 0.0 0.004
H 1.189 4.975 -0.508 0.1 0.0 0.0 -0.003
H -0.984 4.341 -2.046 0.0 -0.1 0.0 0.001
H -1.947 3.373 -0.892 0.0 0.0 0.0 -0.006
H -1.497 2.683 -2.444 0.0 0.0 0.0 0.005
H 1.421 3.982 -2.851 0.0 0.0 0.0 0.002
H 1.332 2.255 -3.292 0.0 0.0 0.0 -0.005
H 2.647 2.826 -2.265 0.0 0.0 0.0 -0.003
H -0.951 5.256 2.495 0.0 0.0 0.0 -0.002
H -1.260 4.684 0.860 0.1 0.0 0.0 -0.003
H -2.337 7.498 2.574 0.0 0.0 0.0 0.000
H -2.997 6.736 1.108 0.0 0.0 0.0 0.000
H -2.593 8.465 1.117 0.0 0.0 0.0 0.000
H -0.048 6.541 -1.566 0.0 0.0 0.0 0.000
H -1.225 7.844 -1.387 0.0 0.0 0.0 0.000
H -1.730 6.160 -1.130 0.0 0.0 0.0 0.000
C -2.099 -3.293 -0.984 0.0 0.0 0.0 0.018
C -1.215 -3.381 0.223 0.0 0.0 -0.2 -0.005
C -1.177 -4.563 0.999 0.1 0.0 0.1 0.000
C -0.333 -4.649 2.065 0.0 0.1 0.0 0.003
C 0.474 -3.539 2.411 -0.1 -0.1 -0.1 -0.003
C 1.388 -3.507 3.491 0.0 0.1 0.0 0.009
Br 1.609 -5.027 4.608 0.0 0.0 0.0 0.001
C 2.103 -2.378 3.758 0.0 0.0 0.1 -0.005
C 1.923 -1.220 2.982 -0.1 -0.2 0.1 0.010
Br 2.863 0.351 3.450 0.3 -0.1 0.0 0.000
C 1.027 -1.162 1.930 -0.1 0.2 0.0 0.020
O 0.751 -0.068 1.282 0.0 0.0 0.1 -0.023
C 0.336 -2.386 1.614 0.0 0.0 0.0 -0.003
N -0.475 -2.343 0.521 0.2 0.1 0.1 0.063
H -2.192 -4.260 -1.477 0.0 0.0 0.0 0.001
H -1.698 -2.561 -1.684 0.0 0.0 0.0 -0.016
H -3.103 -2.964 -0.705 0.0 0.0 0.0 0.002
H -1.805 -5.399 0.721 0.0 0.0 0.0 0.000
H -0.275 -5.554 2.655 0.0 0.0 0.0 0.000
H 2.795 -2.356 4.589 0.0 0.0 0.0 0.000
```
Forces are in eV/Å.


Record 6
Density functional theory data (the ωB97M-V functional and the def2-TZVPD basis) for C4H10O3Tl as an isolated structure at a distorted geometry.

The value obtained for the energy is -15142.4122 eV. The molar mass comes out at 310.50 g/mol. For the relative energy (zero: lowest compared OMol25 entry of this formula, charge and spin), the calculation gives 0.00 kcal/mol. As for the spin multiplicity: 1. As for the charge: -1. The calculation puts the HOMO energy at -0.05122 Ha. The value obtained for the gap between HOMO and LUMO is 4.6 eV.

XYZ file:
```
18
Properties=species:S:1:pos:R:3:forces:R:3:lowdin_charge:R:1
C -2.341 0.649 0.400 -0.5 0.8 0.8 -0.360
O -2.015 0.967 1.792 -0.2 0.3 0.2 -0.302
C -0.971 0.230 2.370 0.0 -0.2 0.0 -0.310
C 0.448 0.686 2.005 -0.2 0.3 0.7 -0.409
O 0.840 0.406 0.717 1.7 0.8 1.7 -0.481
H -2.231 1.610 -0.158 -0.1 -0.1 0.1 -0.009
H -3.437 0.462 0.388 0.3 -0.2 -0.1 0.004
H -1.075 -0.844 2.104 0.0 0.2 0.1 0.102
H -1.090 0.317 3.467 0.0 0.0 -0.3 0.107
H 1.116 0.204 2.764 -0.1 0.0 -0.3 0.095
H 0.493 1.780 2.238 0.0 -0.3 -0.2 0.105
Tl -0.461 -0.248 -0.718 -2.6 -0.6 -0.6 0.792
O 0.705 -1.047 -2.659 2.1 -0.8 -1.0 -0.384
H 0.295 -1.089 -3.526 -0.2 0.0 -0.7 0.036
C 2.141 -1.009 -2.786 0.1 -0.4 -0.3 -0.181
H 2.458 -1.720 -3.565 0.1 0.5 0.0 0.063
H 2.506 0.014 -2.967 -0.1 -0.3 -0.2 0.066
H 2.619 -1.368 -1.866 -0.5 0.2 0.1 0.066
```
Forces are in eV/Å.